(1)
Computed, not measured: a cluster of 2 separate species, CHClO3 in total, with ωB97M-V with the def2-TZVPD basis set.

The geometry in ORCA input format:
```
! RIJCOSX wB97M-V def2-TZVPD def2/J DEFGRID3
* xyz -2 1
Cl 2.385 -0.612 -0.622
O 0.167 -0.665 0.380
C -0.824 0.179 0.073
O -1.982 -0.267 -0.020
O -0.615 1.376 -0.167
H 0.869 -0.011 0.356
*
```

As for the highest occupied orbital energy: 0.446 eV. The value obtained for the HOMO-LUMO gap is 6.83 eV. The value obtained for the energy above the lowest of the compared OMol25 structures with the same formula, charge and spin is 2.049 eV.

(2)
Computed, not measured: a structure of composition CHClS3, with ωB97M-V with the def2-TZVPD basis set.

The geometry in ORCA input format:
```
! RIJCOSX wB97M-V def2-TZVPD def2/J DEFGRID3
* xyz 0 1
C -0.267 0.167 -0.031
S -0.041 0.578 -1.526
S -1.426 0.163 1.276
S 1.949 -0.935 0.725
Cl 2.397 -0.578 -1.163
H -2.613 0.604 0.718
*
```

As for the highest occupied orbital energy: -8.612 eV. The value obtained for the HOMO-LUMO gap is 7.46 eV. The value obtained for the energy above the lowest of the compared OMol25 structures with the same formula, charge and spin is 2.068 eV.

(3)
Computed, not measured: a structure of composition CHCoO2, with ωB97M-V with the def2-TZVPD basis set.

The geometry in ORCA input format:
```
! RIJCOSX wB97M-V def2-TZVPD def2/J DEFGRID3
* xyz 2 5
O -1.581 0.112 -0.049
C -0.391 0.381 -0.057
O 0.281 -0.910 0.000
Co 1.606 0.474 0.085
H -0.636 -1.509 0.030
*
```

As for the highest occupied orbital energy (spin up / spin down): -24.089 / -25.156 eV. The value obtained for the HOMO-LUMO gap (spin up / spin down) is 11.03 / 9.29 eV. The value obtained for the energy above the lowest of the compared OMol25 structures with the same formula, charge and spin is 0.992 eV.

(4)
Computed, not measured: a structure of composition CHEuF3O, with ωB97M-V with the def2-TZVPD basis set.

The geometry in ORCA input format:
```
! RIJCOSX wB97M-V def2-TZVPD def2/J DEFGRID3
* xyz 1 9
O 1.048 2.333 -0.846
Eu 2.336 3.860 -0.022
H -0.174 -0.199 -0.115
C -0.648 -1.182 0.156
F -1.678 -1.466 -0.648
F 0.228 -2.186 0.064
F -1.111 -1.161 1.411
*
```

As for the highest occupied orbital energy (spin up / spin down): -14.716 / -14.906 eV. The value obtained for the HOMO-LUMO gap (spin up / spin down) is 8.64 / 8.86 eV.

(5)
Computed, not measured: a structure of composition CHEuLiO, with ωB97M-V with the def2-TZVPD basis set.

The geometry in ORCA input format:
```
! RIJCOSX wB97M-V def2-TZVPD def2/J DEFGRID3
* xyz 0 8
H 0.445 -2.140 -2.222
Eu 1.450 0.233 0.110
O -1.262 -1.580 -1.412
C -0.108 -1.234 -1.727
Li -2.208 -2.606 -0.244
*
```

As for the highest occupied orbital energy (spin up / spin down): -4.532 / -4.238 eV. The value obtained for the HOMO-LUMO gap (spin up / spin down) is 3.30 / 3.13 eV.

(6)
Computed, not measured: a cluster of 2 separate species, CHF2IO in total, with ωB97M-V with the def2-TZVPD basis set.

The geometry in ORCA input format:
```
! RIJCOSX wB97M-V def2-TZVPD def2/J DEFGRID3
* xyz 0 1
O 0.639 -0.615 -1.453
C 0.829 -0.748 -0.243
F 0.073 -1.032 0.724
F 2.027 -0.435 0.223
I -2.356 1.146 0.711
H -1.212 1.684 0.038
*
```

As for the highest occupied orbital energy: -10.275 eV. Its SMILES is O=C(F)F.I. The value obtained for the HOMO-LUMO gap is 10.86 eV. The value obtained for the energy above the lowest of the compared OMol25 structures with the same formula, charge and spin is 0.754 eV.

(7)
Computed, not measured: an isolated molecule of CHF2NO3, with ωB97M-V with the def2-TZVPD basis set.

The geometry in ORCA input format:
```
! RIJCOSX wB97M-V def2-TZVPD def2/J DEFGRID3
* xyz 0 1
O -1.754 0.378 0.738
N -1.003 -0.311 0.107
O -1.003 -1.464 -0.189
C 0.292 0.470 -0.217
O 1.506 -0.419 -0.217
F 0.172 1.128 -1.350
F 0.431 1.338 0.723
H 1.359 -1.119 0.405
*
```

As for the highest occupied orbital energy: -12.115 eV. Its SMILES is O=[N+]([O-])C(O)(F)F. The value obtained for the HOMO-LUMO gap is 11.57 eV. The value obtained for the energy above the lowest of the compared OMol25 structures with the same formula, charge and spin is 1.002 eV.

(8)
Computed, not measured: a structure of composition CHF2NO3, with ωB97M-V with the def2-TZVPD basis set.

The geometry in ORCA input format:
```
! RIJCOSX wB97M-V def2-TZVPD def2/J DEFGRID3
* xyz 0 1
C 1.186 -0.506 0.253
N 1.483 1.005 -0.084
O 0.493 1.680 -0.324
O 2.645 1.319 0.083
O -0.063 -0.792 0.453
F 1.836 -1.102 -1.193
F 2.057 -1.038 1.070
H -0.730 -0.777 -0.338
*
```

As for the highest occupied orbital energy: -11.988 eV. The value obtained for the HOMO-LUMO gap is 11.08 eV. The value obtained for the energy above the lowest of the compared OMol25 structures with the same formula, charge and spin is 1.762 eV.

(9)
Computed, not measured: a cluster of 2 separate species, CHF2NO3 in total, with ωB97M-V with the def2-TZVPD basis set.

The geometry in ORCA input format:
```
! RIJCOSX wB97M-V def2-TZVPD def2/J DEFGRID3
* xyz 0 3
C 0.676 0.344 1.034
N 1.472 0.963 -0.029
O 1.002 0.700 -1.122
O 2.340 1.728 0.269
O -0.488 -0.056 0.764
F 2.014 -1.160 1.120
F 0.861 0.988 2.170
H -0.662 0.062 -0.164
*
```

As for the highest occupied orbital energy (spin up / spin down): -8.531 / -11.735 eV. The value obtained for the HOMO-LUMO gap (spin up / spin down) is 8.59 / 6.22 eV. The value obtained for the energy above the lowest of the compared OMol25 structures with the same formula, charge and spin is 1.951 eV.

(10)
Computed, not measured: a structure of composition CHF3N2O, with ωB97M-V with the def2-TZVPD basis set.

The geometry in ORCA input format:
```
! RIJCOSX wB97M-V def2-TZVPD def2/J DEFGRID3
* xyz 0 1
C -1.343 0.383 -0.066
N -0.205 -0.291 0.295
N 1.363 0.361 -0.231
O -1.395 1.507 -0.465
F -0.153 -1.636 0.156
F 2.058 -0.675 -0.771
F 1.931 0.512 0.966
H -2.256 -0.161 0.116
*
```

As for the highest occupied orbital energy (spin up / spin down): -10.919 / -10.918 eV. The value obtained for the HOMO-LUMO gap (spin up / spin down) is 10.42 / 10.42 eV. The value obtained for the energy above the lowest of the compared OMol25 structures with the same formula, charge and spin is 5.761 eV.

(11)
Computed, not measured: an isolated molecule of CHF3O, with ωB97M-V with the def2-TZVPD basis set.

The geometry in ORCA input format:
```
! RIJCOSX wB97M-V def2-TZVPD def2/J DEFGRID3
* xyz 0 1
O 1.006 -0.045 -0.541
C -0.239 0.179 -0.059
F -0.810 -1.112 0.295
F -1.047 0.779 -0.947
F -0.242 0.856 1.124
H 1.331 -0.659 0.128
*
```

As for the highest occupied orbital energy: -13.341 eV. Its SMILES is OC(F)(F)F. The value obtained for the HOMO-LUMO gap is 13.98 eV. The value obtained for the energy above the lowest of the compared OMol25 structures with the same formula, charge and spin is 0.080 eV.

(12)
Computed, not measured: a cluster of 2 separate species, CHF3O2P in total, with ωB97M-V with the def2-TZVPD basis set.

The geometry in ORCA input format:
```
! RIJCOSX wB97M-V def2-TZVPD def2/J DEFGRID3
* xyz -1 1
C 0.934 -0.094 1.182
O -2.835 0.212 -1.856
O -0.427 -0.009 -1.628
F 0.687 -1.285 1.741
F 0.646 0.875 2.003
F 2.295 0.040 0.975
P -1.576 0.168 -2.557
H 0.277 0.093 0.140
*
```

As for the highest occupied orbital energy: -4.262 eV. The value obtained for the HOMO-LUMO gap is 8.26 eV. The value obtained for the energy above the lowest of the compared OMol25 structures with the same formula, charge and spin is 1.693 eV.

(13)
Computed, not measured: an isolated molecule of CHF3O2S, with ωB97M-V with the def2-TZVPD basis set.

The geometry in ORCA input format:
```
! RIJCOSX wB97M-V def2-TZVPD def2/J DEFGRID3
* xyz 0 1
O -0.273 -0.207 -1.988
S 0.034 -0.687 -0.654
O -0.821 -1.641 0.004
C -0.034 0.754 0.472
F 0.113 0.148 1.755
F -1.283 1.220 0.557
F 0.847 1.700 0.396
H 1.417 -1.287 -0.541
*
```

As for the highest occupied orbital energy: -12.158 eV. Its SMILES is O=[SH](=O)C(F)(F)F. The value obtained for the HOMO-LUMO gap is 11.95 eV. The value obtained for the energy above the lowest of the compared OMol25 structures with the same formula, charge and spin is 1.731 eV.

(14)
Computed, not measured: a cluster of 2 separate species, CHF4N2 in total, with ωB97M-V with the def2-TZVPD basis set.

The geometry in ORCA input format:
```
! RIJCOSX wB97M-V def2-TZVPD def2/J DEFGRID3
* xyz 1 1
C 0.645 0.363 0.193
N 0.897 -0.764 -0.198
N 0.693 1.624 0.002
F -1.868 -1.853 -0.398
F 0.561 -1.953 0.102
F -0.206 2.344 -0.791
F 1.443 2.517 0.653
H -2.166 -2.278 0.437
*
```

As for the highest occupied orbital energy: -17.966 eV. The value obtained for the HOMO-LUMO gap is 10.43 eV. The value obtained for the energy above the lowest of the compared OMol25 structures with the same formula, charge and spin is 2.648 eV.

(15)
Computed, not measured: a structure of composition CHFI2, with ωB97M-V with the def2-TZVPD basis set.

The geometry in ORCA input format:
```
! RIJCOSX wB97M-V def2-TZVPD def2/J DEFGRID3
* xyz 0 1
C -0.437 1.805 0.471
F 0.528 1.944 1.399
I -2.460 1.696 1.289
I -0.167 2.766 -1.342
H 0.003 0.032 -0.304
*
```

As for the highest occupied orbital energy (spin up / spin down): -9.311 / -8.816 eV. The value obtained for the HOMO-LUMO gap (spin up / spin down) is 8.12 / 7.71 eV. The value obtained for the energy above the lowest of the compared OMol25 structures with the same formula, charge and spin is 3.701 eV.

(16)
Computed, not measured: a structure of composition CHFLiO2Rb, with ωB97M-V with the def2-TZVPD basis set.

The geometry in ORCA input format:
```
! RIJCOSX wB97M-V def2-TZVPD def2/J DEFGRID3
* xyz 0 1
F 0.329 2.660 1.665
C -0.503 -0.921 -1.642
H -1.248 -1.676 -1.962
O 0.649 -0.288 0.168
O -0.410 -1.069 -0.392
Li 0.884 0.782 -1.434
Rb 0.299 0.512 3.597
*
```

As for the highest occupied orbital energy: -7.680 eV. The value obtained for the HOMO-LUMO gap is 7.13 eV.

(17)
Computed, not measured: an isolated molecule of CHFN2O, with ωB97M-V with the def2-TZVPD basis set.

The geometry in ORCA input format:
```
! RIJCOSX wB97M-V def2-TZVPD def2/J DEFGRID3
* xyz 0 1
C 0.401 0.993 0.141
N -0.534 0.164 -0.168
N 0.060 -0.968 -0.653
O 1.451 1.474 0.152
F 0.142 -1.896 0.425
H -1.520 0.234 0.103
*
```

As for the highest occupied orbital energy (spin up / spin down): -8.588 / -8.592 eV. The value obtained for the HOMO-LUMO gap (spin up / spin down) is 7.90 / 7.90 eV. The value obtained for the energy above the lowest of the compared OMol25 structures with the same formula, charge and spin is 3.460 eV.

(18)
Computed, not measured: an isolated molecule of CHFN2O2S, with ωB97M-V with the def2-TZVPD basis set.

The geometry in ORCA input format:
```
! RIJCOSX wB97M-V def2-TZVPD def2/J DEFGRID3
* xyz 0 1
N 2.200 1.335 -0.881
C 1.545 0.807 -0.081
N 0.798 0.067 0.680
S -1.075 -0.697 -0.110
O -1.895 -0.022 0.835
O -0.996 -2.087 -0.428
F -1.069 0.165 -1.536
H 0.492 0.432 1.520
*
```

As for the highest occupied orbital energy (spin up / spin down): -10.647 / -10.646 eV. Its SMILES is N#CNS(=O)(=O)F. The value obtained for the HOMO-LUMO gap (spin up / spin down) is 8.36 / 8.36 eV. The value obtained for the energy above the lowest of the compared OMol25 structures with the same formula, charge and spin is 1.911 eV.

(19)
Computed, not measured: an isolated molecule of CHFN2OS, with ωB97M-V with the def2-TZVPD basis set.

The geometry in ORCA input format:
```
! RIJCOSX wB97M-V def2-TZVPD def2/J DEFGRID3
* xyz 0 1
C 0.864 -0.136 -0.443
N 1.597 -1.119 -0.640
N -1.198 -0.085 1.393
O 1.287 -0.273 -1.789
F -0.901 1.776 -0.362
S -0.096 0.789 0.803
H -1.553 -0.952 1.039
*
```

As for the highest occupied orbital energy: -10.076 eV. The value obtained for the HOMO-LUMO gap is 9.39 eV. The value obtained for the energy above the lowest of the compared OMol25 structures with the same formula, charge and spin is 4.668 eV.

(20)
Computed, not measured: an isolated molecule of CHFO2, with ωB97M-V with the def2-TZVPD basis set.

The geometry in ORCA input format:
```
! RIJCOSX wB97M-V def2-TZVPD def2/J DEFGRID3
* xyz 0 1
F 0.199 1.443 0.126
C -0.164 0.097 -0.007
O 0.665 -0.721 -0.658
O 0.621 -0.666 0.796
H -1.320 -0.154 -0.258
*
```

As for the highest occupied orbital energy: -11.337 eV. Its SMILES is FC1OO1. The value obtained for the HOMO-LUMO gap is 12.17 eV. The value obtained for the energy above the lowest of the compared OMol25 structures with the same formula, charge and spin is 4.864 eV.

The calculation returns the following DFT total energy values, one per record and in order: -724.61894 -1693.36177 -1570.93611 -1123.50857 -831.61322 -611.34522 -518.79916 -518.77123 -518.60436 -522.77518 -413.55792 -830.26246 -886.90079 -547.01731 -733.79699 -320.51684 -323.13863 -796.64629 -721.28893 -288.90929 Ha.
The calculation returns the following max |F| values, one per record and in order: 3.45 1.81 3.98 1.06 1.39 6.52 4.42 5.28 4.20 4.18 2.62 4.70 4.73 2.82 3.70 1.52 1.68 4.54 2.85 3.22 eV Å⁻¹.